This record from the Open Molecules 2025 dataset describes a 2-piece molecular cluster, C23H21NO2 overall at a distorted geometry. The level of theory is ωB97M-V/def2-TZVPD.

Each line ends with the natural charge from an NBO analysis.
CARTESIAN COORDINATES (ANGSTROEM)
1 C 3.77 0.03 -2.09  -0.238
2 C 3.56 -0.49 -0.83  -0.204
3 C 2.88 0.25 0.11  -0.228
4 C 2.42 1.52 -0.18  0.106
5 C 1.69 2.33 0.84  -0.440
6 C 0.17 2.09 0.83  -0.079
7 C -0.57 2.95 1.87  -0.076
8 O -1.20 2.03 2.73  -0.545
9 C -0.92 0.77 2.26  0.807
10 O -1.33 -0.26 2.78  -0.783
11 N -0.13 0.77 1.15  -0.727
12 C 2.63 2.03 -1.46  -0.247
13 C 3.31 1.29 -2.40  -0.213
14 H 4.30 -0.54 -2.83  0.201
15 H 3.93 -1.47 -0.58  0.197
16 H 2.71 -0.15 1.09  0.210
17 H 2.06 2.07 1.84  0.195
18 H 1.91 3.39 0.71  0.191
19 H -0.23 2.28 -0.19  0.159
20 H 0.11 3.57 2.46  0.152
21 H -1.34 3.61 1.44  0.166
22 H 2.27 3.01 -1.69  0.203
23 H 3.47 1.70 -3.39  0.203
24 C 0.94 -2.66 5.43  0.124
25 C 0.01 -3.74 5.37  -0.104
26 C -1.04 -3.62 4.43  -0.081
27 C -1.99 -4.59 4.30  -0.229
28 C -1.95 -5.72 5.09  -0.089
29 C -0.95 -5.87 6.03  -0.220
30 C 0.02 -4.90 6.17  -0.130
31 C 2.07 -2.37 6.24  -0.114
32 C 2.73 -1.14 6.00  -0.085
33 C 3.82 -0.75 6.72  -0.232
34 C 4.31 -1.57 7.73  -0.096
35 C 3.70 -2.78 7.99  -0.229
36 C 2.60 -3.18 7.27  -0.114
37 H 0.73 -1.89 4.71  0.251
38 H -1.09 -2.73 3.82  0.282
39 H -2.78 -4.48 3.57  0.245
40 H -2.71 -6.48 4.99  0.229
41 H -0.92 -6.75 6.65  0.228
42 H 0.79 -5.06 6.90  0.205
43 H 2.35 -0.50 5.22  0.242
44 H 4.30 0.19 6.52  0.240
45 H 5.17 -1.26 8.30  0.230
46 H 4.09 -3.41 8.78  0.231
47 H 2.16 -4.12 7.51  0.207

Values from the calculation:
Orbital gap = 0.0697 Eh
HOMO = -5.55 eV